Entry 1:
A molecular structure, C15H23GeMoNO5Se2. Source: the OMol25 dataset; level of theory: the ωB97M-V functional and the def2-TZVPD basis.

XYZ file:
```
48
Properties=species:S:1:pos:R:3:forces:R:3
Mo -0.008663 0.049097 0.534416 2.4 3.6 0.8
O -0.476936 -4.660653 -3.299049 -0.1 -0.4 -0.4
C -0.328167 -3.715951 -2.409025 0.2 0.8 0.7
C 0.843025 -3.516300 -1.641567 -0.1 0.2 0.2
C 0.870928 -2.463400 -0.744472 -0.1 0.0 0.0
N -0.164251 -1.631796 -0.623274 -0.2 -1.1 -1.0
C -1.298070 -1.824077 -1.301385 -0.1 -0.1 -0.1
C -1.437003 -2.852754 -2.199939 0.2 0.0 0.1
C -2.329554 -0.803778 -0.834802 -1.2 -2.0 -1.5
O -3.490690 -0.816279 -1.074262 0.7 0.3 0.2
O -1.690058 0.065885 -0.034793 -1.9 1.1 -0.2
C 1.931980 -2.049699 0.272322 0.7 -1.7 -0.9
O 2.932160 -2.646839 0.521807 -0.5 0.4 0.0
O 1.507638 -0.933825 0.869130 1.5 -0.2 0.8
H 0.294712 -5.231311 -3.443234 0.0 0.2 0.2
H 1.698708 -4.167750 -1.738714 0.1 -0.1 0.0
H -2.347429 -3.015198 -2.755573 -0.1 0.0 0.0
C 1.268456 2.442037 2.980446 0.2 0.0 0.0
Se -0.439888 2.128742 2.072315 -0.3 0.0 0.7
C -1.538101 1.317204 3.508352 0.0 -0.1 -0.1
C -0.984157 0.027850 4.079796 0.1 -0.2 0.0
Se -0.932949 -1.458142 2.753260 0.0 0.5 0.4
C 0.609269 -2.415761 3.460240 0.1 0.0 0.0
H 1.076106 2.941588 3.932300 -0.1 -0.1 -0.1
H 1.821532 3.131596 2.340844 -0.1 -0.1 0.0
H 1.844660 1.524092 3.122507 -0.2 0.2 0.0
H -2.526696 1.170392 3.053901 0.2 0.1 0.0
H -1.644305 2.068302 4.298612 0.1 -0.1 -0.2
H -1.625069 -0.314890 4.899773 0.1 0.1 -0.2
H 0.035940 0.152226 4.459035 -0.2 -0.1 -0.1
H 0.386095 -2.734875 4.478538 -0.1 0.1 -0.1
H 1.494358 -1.777709 3.440343 -0.1 -0.1 -0.1
H 0.758890 -3.298313 2.836851 0.0 0.1 0.0
C 1.201338 1.202427 -3.573436 -0.2 0.3 0.6
Ge 0.255668 2.272561 -2.184522 -0.7 0.3 -0.8
C 0.774933 4.178609 -2.169047 -0.1 -0.6 0.1
C -1.712157 2.016973 -2.196713 0.6 0.2 0.0
C 0.954527 1.335007 -0.551643 -0.9 -1.4 0.8
H 0.968302 1.616819 -4.549786 -0.1 0.1 -0.1
H 0.887557 0.162767 -3.551206 -0.1 -0.1 0.0
H 2.276579 1.254480 -3.433411 0.1 0.0 0.0
H 0.455009 4.615039 -3.111322 -0.1 0.0 -0.1
H 1.850073 4.308300 -2.092756 0.1 -0.1 0.0
H 0.285389 4.721517 -1.365622 0.0 0.0 0.1
H -2.187410 2.751420 -2.839756 0.1 0.1 -0.1
H -2.120306 2.151756 -1.191721 0.0 0.0 -0.2
H -1.980386 1.035724 -2.586520 0.0 0.0 0.0
H 1.978410 1.686887 -0.417237 0.2 -0.2 0.2
```
Positions in Å, forces in eV/Å.

Results
* E_LUMO: -8.178 eV
* multiplicity: 1
* highest occupied orbital energy: -15.254 eV
* Kohn-Sham gap: 0.2600 hartree
* charge: +2
* relative energy (zero: lowest compared OMol25 entry of this formula, charge and spin): 0.00 kJ/mol

Löwdin population analysis, charges in e, atoms 1 to 8: 1.39 0.17 -0.25 0.13 -0.12 -0.04 -0.12 0.15

Entry 2:
A molecular structure, C6H19IN2Pb. Source: the OMol25 dataset; level of theory: the ωB97M-V functional and the def2-TZVPD basis.

XYZ file:
```
29
Properties=species:S:1:pos:R:3:forces:R:3
C -2.517909 -0.142711 -1.914986 -0.3 -0.9 0.8
C -1.814377 1.098753 -2.340190 1.1 0.9 -0.2
H -2.256962 -1.033055 -2.507556 -0.3 0.5 0.0
H -3.585985 0.064685 -1.921314 -0.2 -0.6 0.0
H -2.231599 -0.433513 -0.891852 -0.3 0.1 -0.1
H -0.909187 1.299684 -1.742826 -0.1 -0.2 -0.4
H -1.511238 1.004110 -3.382008 0.1 0.3 0.0
H -2.406699 2.004526 -2.212779 -0.3 -0.1 -0.2
Pb 0.122914 0.176266 0.670205 -1.2 0.8 -0.6
C -1.264110 1.209715 2.326982 0.4 -0.4 0.5
H -0.953188 2.274592 2.353313 -0.3 -0.5 0.3
H -0.981828 0.648495 3.243006 -0.5 0.7 0.0
H -2.343734 1.103333 2.085999 0.7 0.0 0.2
I 1.510835 -1.211223 -1.668434 0.7 -0.8 -1.4
N 2.395196 1.116692 1.212054 -0.4 0.1 0.3
C 3.379134 0.013055 1.182835 0.3 0.3 -0.3
C 3.231348 -0.974075 2.340332 0.6 -0.2 0.3
C 1.865504 -1.531933 2.744690 -0.5 -0.4 0.2
N 0.998625 -1.959746 1.627201 -0.1 0.3 -0.1
H 2.523472 1.762941 0.424075 0.1 -0.4 0.4
H 2.418547 1.649271 2.085329 0.2 -0.1 -0.3
H 3.286320 -0.492752 0.214807 -0.2 0.1 0.3
H 4.387271 0.448453 1.180845 0.0 -0.3 0.3
H 3.887994 -1.829689 2.121363 -0.1 0.3 -0.1
H 3.660672 -0.504864 3.241302 -0.2 -0.2 -0.1
H 1.991829 -2.394631 3.408437 0.4 0.3 0.1
H 1.309476 -0.792635 3.330495 0.0 0.0 -0.1
H 0.203326 -2.542484 1.913950 0.6 0.2 0.0
H 1.501510 -2.406335 0.847152 -0.3 0.3 0.3
```
Positions in Å, forces in eV/Å.

Results
* E_LUMO: 0.157 eV
* multiplicity: 1
* highest occupied orbital energy: -6.020 eV
* Kohn-Sham gap: 0.2270 hartree

Löwdin population analysis, charges in e, atoms 1 to 8: -0.20 -0.21 0.07 0.07 0.01 -0.01 0.07 0.07

Entry 3:
A molecular structure, C27H28N2SiTi. Source: the OMol25 dataset; level of theory: the ωB97M-V functional and the def2-TZVPD basis.

XYZ file:
```
59
Properties=species:S:1:pos:R:3:forces:R:3
C 0.959513 1.060510 0.167283 -1.1 0.3 0.5
C -0.152654 1.613916 -0.542528 -0.4 -0.1 1.1
C -1.352747 1.299968 0.164096 0.9 -0.2 0.3
H -0.092915 2.266956 -1.418207 -0.1 -0.7 0.2
C -0.978604 0.639583 1.388433 1.1 1.0 0.2
C 0.466030 0.534137 1.404931 -0.9 1.3 0.8
H 1.058488 0.101353 2.196081 0.0 0.1 0.0
H 1.979083 1.063868 -0.200945 -0.1 0.1 0.3
H -2.370726 1.540318 -0.158188 0.5 -0.1 0.1
H -1.671368 0.330343 2.156121 0.2 0.3 0.2
Ti -0.323174 -0.859288 -0.052773 0.8 1.8 -5.1
C -0.865977 -2.318696 -1.352450 0.2 0.7 -0.1
H -1.940327 -2.155948 -1.081479 0.6 -1.3 -0.5
H -0.108898 -2.793257 -0.677348 -1.4 -1.3 -1.0
H -0.555332 -2.217004 -2.428574 -0.6 -0.4 1.4
Si 0.035402 0.461048 -3.542166 -0.8 -5.3 0.6
C 1.386867 -0.904798 -4.071168 0.6 1.3 0.5
C 2.437702 -0.063208 -4.475126 0.6 0.1 -0.1
H 2.268255 1.011772 -4.397710 0.4 -0.1 -0.2
C 3.674399 -0.507604 -4.960793 -0.3 -0.4 -0.1
H 4.436169 0.234562 -5.210563 -0.2 -0.4 0.0
C 3.873978 -1.884053 -5.149875 -0.4 0.5 0.1
H 4.791263 -2.230890 -5.645286 -0.5 0.0 0.4
C 2.863427 -2.779334 -4.737328 -0.3 0.4 0.1
H 3.022985 -3.861469 -4.913007 -0.3 0.8 0.3
C 1.660302 -2.303944 -4.143857 0.1 0.1 -0.2
H 0.946297 -3.043734 -3.761674 0.2 0.3 -0.4
C -1.540582 0.331863 -4.425879 -0.1 -0.3 -0.8
C -1.024282 0.850620 -5.650512 -1.0 1.4 0.5
H -0.105496 0.435449 -6.080797 -0.2 0.2 0.2
C -1.558527 2.065342 -6.118198 -0.2 -0.6 -0.3
H -1.020457 2.614345 -6.902755 -0.6 -0.3 0.2
C -2.748204 2.562708 -5.549006 0.4 0.0 -0.1
H -3.179110 3.484047 -5.965114 0.2 -0.4 0.4
C -3.372809 1.899438 -4.480951 -0.3 -0.5 -0.2
H -4.325447 2.287217 -4.087510 0.5 -0.3 -0.3
C -2.776174 0.753621 -3.908465 0.3 1.4 -0.6
H -3.227229 0.271293 -3.038039 0.3 0.3 -0.1
H -0.677855 -0.184109 -2.082735 1.4 1.0 -0.3
H 0.475877 1.810247 -3.750007 0.6 0.7 0.9
N -1.258796 -2.109207 1.332116 -1.7 -0.9 0.0
C -0.190399 -2.603640 2.167056 0.0 0.0 0.7
C -0.456519 -2.941395 3.473204 0.5 0.4 -0.8
C 0.636442 -3.324446 4.257138 0.5 -0.4 0.1
C 1.889330 -3.509626 3.724897 0.2 -0.3 -0.2
C 2.185934 -3.210148 2.375500 -0.7 0.6 -0.6
C 3.458351 -3.223366 1.747199 0.4 0.2 -0.2
C 3.678917 -2.577625 0.532219 0.5 -0.7 0.5
C 2.649820 -1.883071 -0.068245 -2.2 -0.2 1.3
N 1.424039 -1.869834 0.512493 0.4 -1.0 -0.7
C 1.129881 -2.650955 1.619632 0.3 1.2 0.2
H -1.782913 -2.918893 0.958761 0.6 0.2 -0.4
H -2.006370 -1.633643 1.847072 0.6 -0.1 0.3
H -1.464175 -2.828825 3.886265 0.4 -0.2 -0.1
H 0.469386 -3.491422 5.298047 0.1 -0.2 0.5
H 2.731963 -3.834113 4.308488 0.0 -0.2 0.5
H 4.281518 -3.737981 2.242050 -0.1 0.2 -0.1
H 4.639034 -2.568879 0.023292 -0.1 -0.2 0.3
H 2.732415 -1.352618 -0.998917 0.2 0.3 -0.2
```
Positions in Å, forces in eV/Å.

Results
* E_LUMO: -7.567 eV
* multiplicity: 1
* highest occupied orbital energy: -13.510 eV
* Kohn-Sham gap: 0.2184 hartree
* charge: +2
* relative energy (zero: lowest compared OMol25 entry of this formula, charge and spin): 432.11 kJ/mol

Löwdin population analysis, charges in e, atoms 1 to 8: -0.11 -0.12 -0.09 0.11 -0.17 -0.16 0.13 0.13

Entry 4:
A molecular structure, C49H71CoGeN4O2P3. Source: the OMol25 dataset; level of theory: the ωB97M-V functional and the def2-TZVPD basis.

XYZ file:
```
131
Properties=species:S:1:pos:R:3:forces:R:3
Co -0.307206 0.158648 -0.787523 0.9 -0.3 -1.3
C -3.655401 -1.747195 -1.290950 0.0 0.0 0.0
C -2.479483 -2.729028 -1.258150 -0.2 0.3 -0.1
C -2.919091 -4.094315 -0.723989 0.1 -0.1 -0.1
P -1.052086 -2.015339 -0.339057 0.5 -0.4 0.2
C -1.558226 -2.391479 1.363253 -0.1 0.0 0.2
N -0.908227 -1.595455 2.365935 0.0 0.2 -0.4
Ge 0.064746 -0.032916 1.918211 -0.7 0.3 2.0
N 1.808276 -0.570611 2.201082 0.4 0.7 -0.5
C 2.718142 -0.771048 1.125079 -0.1 -0.5 0.0
P 2.234609 0.152720 -0.353040 -0.1 0.5 0.8
C 2.583080 1.914750 0.115478 -0.1 0.1 -0.3
C 3.610960 2.113467 1.230888 -0.1 0.0 0.0
C 2.924689 2.745464 -1.126203 0.0 -0.1 0.0
C 3.498354 -0.557706 -1.528861 -0.5 -0.1 -0.6
C 4.914033 -0.499884 -0.941122 -0.1 0.0 0.1
C 3.520464 -0.033804 -2.971325 0.1 0.1 0.1
C 2.198850 -1.020012 3.471940 0.0 -0.1 -0.3
C 3.409056 -1.658196 3.728808 0.1 -0.1 -0.1
C 3.675731 -2.145963 5.002127 0.0 0.0 0.0
C 2.726256 -2.053709 6.007155 0.0 0.0 0.0
C 1.524911 -1.405968 5.753516 0.0 0.0 0.1
C 1.302376 -0.844358 4.512160 -0.1 0.0 -0.1
N 0.141360 -0.034148 4.164380 0.1 -0.6 0.4
C -1.075529 -0.718273 4.574181 0.1 0.2 0.1
C -1.704322 -0.568841 5.791873 0.0 0.0 0.1
C -2.726959 -1.444575 6.139665 0.0 0.0 0.0
C -3.091446 -2.451334 5.261318 0.0 0.1 0.0
C -2.504587 -2.543218 4.002740 -0.1 -0.1 0.0
C -1.504931 -1.646501 3.640308 -0.3 0.0 -0.4
C 0.241934 1.322748 4.632974 0.1 0.0 0.0
C 0.682165 1.719402 5.880689 -0.1 -0.1 0.1
C 0.614541 3.058296 6.238285 0.0 0.0 -0.1
C 0.104932 3.975405 5.332276 0.0 -0.1 0.0
C -0.275987 3.575619 4.057678 0.0 0.1 -0.1
C -0.176283 2.234869 3.685406 0.2 0.4 -0.2
N -0.432630 1.761743 2.388171 -0.3 -0.5 -0.7
C -0.844156 2.767536 1.439874 0.4 0.0 0.1
P -1.475400 2.047771 -0.081906 -0.6 0.0 0.2
C -3.246997 1.652392 0.297030 0.1 -0.2 0.0
C -3.346847 0.596900 1.397643 0.0 0.1 0.0
C -4.118336 2.857626 0.646180 0.0 0.0 -0.1
C -1.586207 3.467154 -1.257549 0.3 -0.1 -0.3
C -0.387867 3.500190 -2.202568 -0.1 0.0 0.1
C -1.739281 4.843366 -0.600668 -0.1 -0.1 0.0
C 0.440707 -3.069348 -0.696575 -0.1 -0.1 -0.2
C 0.430780 -3.531014 -2.158826 0.0 0.1 0.0
C 0.683842 -4.225668 0.270909 0.1 0.0 0.0
H -4.433837 -2.132545 -1.951076 0.0 0.0 0.0
H -3.349499 -0.774729 -1.668958 0.0 0.0 0.0
H -4.096508 -1.619178 -0.300632 0.0 0.0 0.0
H -2.122657 -2.854774 -2.276921 0.1 0.0 -0.1
H -3.414830 -4.014205 0.243317 0.0 0.0 0.0
H -2.090226 -4.796318 -0.634678 0.0 0.0 0.0
H -3.636221 -4.524927 -1.423962 0.0 0.0 0.0
H -1.370890 -3.455705 1.526990 -0.1 0.0 0.0
H -2.647242 -2.250304 1.398201 0.0 -0.1 0.0
H 2.790708 -1.833237 0.839850 0.2 0.0 0.0
H 3.720047 -0.430371 1.392284 0.0 0.0 0.0
H 1.615275 2.252619 0.499101 0.0 0.0 0.0
H 4.598442 1.745778 0.955958 0.0 0.0 0.0
H 3.300921 1.641548 2.163454 0.0 0.0 0.0
H 3.698904 3.184724 1.419003 0.0 0.0 0.0
H 3.931022 2.520449 -1.479293 0.0 0.0 0.0
H 2.892445 3.807378 -0.879169 0.0 0.0 0.0
H 2.228835 2.563225 -1.944987 0.1 0.0 0.0
H 3.175006 -1.604669 -1.577637 0.0 0.0 0.1
H 5.224622 0.521611 -0.725068 0.0 0.0 0.0
H 5.590999 -0.891225 -1.701055 0.0 0.0 0.0
H 5.038777 -1.109125 -0.049009 0.0 0.0 0.0
H 4.020644 0.932030 -3.034313 0.0 0.0 0.0
H 2.531230 0.048972 -3.394962 0.1 -0.1 -0.1
H 4.090220 -0.738779 -3.578013 0.1 0.0 0.0
H 4.144713 -1.784376 2.946565 0.0 -0.1 0.0
H 4.628446 -2.617275 5.202464 0.0 0.0 0.0
H 2.915835 -2.474780 6.984252 0.0 0.0 0.0
H 0.769988 -1.350048 6.526862 0.0 0.1 0.0
H -1.399268 0.211848 6.476383 0.1 0.0 0.0
H -3.205345 -1.357819 7.104977 0.0 0.0 0.0
H -3.853630 -3.164604 5.544666 0.0 0.0 0.0
H -2.813347 -3.328540 3.326930 -0.1 0.0 0.0
H 1.068179 0.996982 6.586270 0.0 0.0 0.0
H 0.944877 3.371399 7.218299 0.0 0.0 0.0
H 0.024270 5.017717 5.610051 0.0 0.0 0.0
H -0.635338 4.313810 3.355382 0.1 0.1 0.1
H -0.014916 3.440607 1.171166 -0.1 0.1 0.1
H -1.641972 3.389442 1.852701 0.0 0.0 0.0
H -3.623741 1.221301 -0.637010 0.0 0.0 0.0
H -2.955241 0.966755 2.346619 0.0 0.0 0.0
H -2.798504 -0.300554 1.130096 0.0 0.0 0.0
H -4.392027 0.324409 1.553117 0.0 0.0 0.0
H -3.778290 3.370981 1.546889 0.0 0.0 0.0
H -5.129526 2.499658 0.844204 0.0 0.0 0.0
H -4.186243 3.574780 -0.169269 0.0 0.0 0.0
H -2.478068 3.236032 -1.848874 0.0 0.0 0.0
H 0.513990 3.798254 -1.665975 0.0 0.0 0.0
H -0.558583 4.231826 -2.993383 0.0 0.0 0.0
H -0.212604 2.536405 -2.671019 0.0 0.0 0.0
H -0.821257 5.142865 -0.093727 0.0 0.0 0.0
H -2.563496 4.906026 0.104669 0.0 0.0 0.0
H -1.924487 5.574190 -1.388942 0.0 0.0 0.0
H 1.272084 -2.366789 -0.596786 0.0 0.0 0.0
H -0.322624 -4.301649 -2.327270 0.0 0.0 0.0
H 1.402630 -3.954299 -2.415482 0.0 0.0 0.0
H 0.241876 -2.702302 -2.846010 0.0 0.0 0.0
H -0.141568 -4.937404 0.277793 0.0 0.0 0.0
H 0.854490 -3.877454 1.291766 0.0 0.0 0.0
H 1.574051 -4.770532 -0.048691 0.0 0.0 0.0
C 0.329036 -0.832968 -8.883816 -0.1 0.0 0.0
C 0.066239 -0.533502 -7.435798 0.0 -0.1 0.0
C 0.682402 0.531771 -6.791044 0.0 0.1 0.0
C 0.494194 0.785012 -5.443010 0.2 0.0 0.1
C 1.187798 1.989937 -4.853848 -0.1 0.0 0.0
C -0.384764 -0.038300 -4.710632 0.0 0.0 0.0
C -1.097458 -1.058804 -5.368445 -0.1 0.1 0.0
C -2.162557 -1.901225 -4.715804 0.1 0.0 0.0
C -0.823579 -1.306443 -6.705415 0.0 0.0 0.0
C -0.446990 0.097961 -3.232342 0.0 -0.1 -0.2
O -1.503380 0.210905 -2.550787 -0.2 0.1 0.8
O 0.640945 0.057945 -2.555553 -0.1 -0.1 0.2
H 1.220463 -0.324760 -9.245504 0.0 0.0 0.0
H -0.515418 -0.506311 -9.494066 0.0 0.0 0.0
H 0.445240 -1.904714 -9.041857 0.0 0.0 0.0
H 1.330129 1.191931 -7.356382 0.0 -0.1 0.0
H 2.053303 2.258365 -5.456245 0.0 0.0 0.0
H 1.517091 1.826828 -3.831445 0.0 0.0 -0.1
H 0.509752 2.846110 -4.853765 0.0 0.0 0.0
H -1.818924 -2.929879 -4.579072 0.0 0.0 0.0
H -3.037413 -1.942188 -5.364670 0.0 0.0 0.0
H -2.478131 -1.484092 -3.768169 -0.1 0.0 0.1
H -1.336864 -2.124887 -7.199325 0.0 0.0 0.0
```
Positions in Å, forces in eV/Å.

Results
* E_LUMO (spin up / spin down): -7.708 / -6.179 eV
* multiplicity: 2
* highest occupied orbital energy (spin up / spin down): -12.427 / -12.430 eV
* Kohn-Sham gap (spin up / spin down): 0.1734 / 0.2297 hartree
* charge: +2

Löwdin population analysis, charges in e, atoms 1 to 8: 0.20 -0.10 -0.51 -0.07 1.07 -0.40 -0.14 0.99